No. 1
The following is a quantum chemistry calculation of one molecule with the formula C4H7NO2, from the Open Molecules 2025 dataset.

The geometry in XYZ format:
```
14
C4H7NO2 (the ωB97M-V functional and the def2-TZVPD basis)
N -0.576 2.174 -0.096
C -1.270 1.017 -0.284
O -2.471 0.928 -0.119
C -0.416 -0.154 -0.745
C 0.966 -0.208 -0.131
C 1.236 -1.389 0.857
O 1.694 -1.361 -0.453
H -1.080 3.000 0.186
H 0.421 2.210 -0.234
H -0.361 -0.107 -1.845
H -0.955 -1.080 -0.519
H 1.264 0.287 0.800
H 0.333 -1.890 1.163
H 2.067 -1.364 1.580
```

Computed properties:
ΔE to the lowest compared entry with this formula, charge and spin: 324.2 kJ/mol
calculated total energy: -9843.91915 eV
strongest force on any atom: 2.8 eV/A
SMILES: NC(=O)C[C@H]1CO1
frontier orbital gap: 10.30 eV
HOMO: -9.44 eV

No. 2
The following is a quantum chemistry calculation of one molecule with the formula C4H7NO2, from the Open Molecules 2025 dataset.

The geometry in XYZ format:
```
14
C4H7NO2 (the ωB97M-V functional and the def2-TZVPD basis)
C -1.843 0.526 -0.168
C -0.742 -0.047 0.700
O -0.320 -1.317 0.262
C 0.903 -1.167 -0.430
C 1.414 0.184 0.007
N 2.566 0.643 -0.213
O 0.405 0.807 0.669
H -2.095 1.537 0.163
H -2.737 -0.101 -0.100
H -1.520 0.568 -1.213
H -1.060 -0.135 1.745
H 0.765 -1.188 -1.520
H 1.591 -1.966 -0.146
H 2.658 1.583 0.172
```

Computed properties:
ΔE to the lowest compared entry with this formula, charge and spin: 110.8 kJ/mol
calculated total energy: -9846.13180 eV
strongest force on any atom: 0.4 eV/A
SMILES: [H]/N=C1/CO[C@H](C)O1
frontier orbital gap: 11.12 eV
HOMO: -10.23 eV

No. 3
The following is a quantum chemistry calculation of one molecule with the formula C4H7NO2, from the Open Molecules 2025 dataset.

The geometry in XYZ format:
```
14
C4H7NO2 (the ωB97M-V functional and the def2-TZVPD basis)
C -0.466 -0.386 -1.003
C -1.592 -1.118 -0.291
C 0.673 0.274 -0.253
C 0.653 0.117 1.287
N -0.250 1.101 -0.919
O -2.300 -0.682 0.608
O 1.951 0.243 -0.690
H -0.129 -0.641 -2.019
H -1.640 -2.086 -0.730
H 0.644 1.214 1.820
H 1.507 -0.294 1.694
H -0.211 -0.425 1.810
H -1.046 1.540 -0.501
H 2.207 1.141 -0.812
```

Computed properties:
ΔE to the lowest compared entry with this formula, charge and spin: 297.1 kJ/mol
calculated total energy: -9844.20079 eV
strongest force on any atom: 4.7 eV/A
SMILES: C[C@]1(O)N[C@@H]1C=O
frontier orbital gap: 10.58 eV
HOMO: -10.02 eV

No. 4
The following is a quantum chemistry calculation of one molecule with the formula C4H7NO2, from the Open Molecules 2025 dataset.

The geometry in XYZ format:
```
14
C4H7NO2 (the ωB97M-V functional and the def2-TZVPD basis)
C 0.791 -0.741 -1.151
C -0.094 -0.274 -0.011
C -0.050 -1.175 1.217
O -0.043 -2.375 1.100
C 0.114 1.146 0.389
O 1.194 1.386 0.914
N -1.012 1.820 0.087
H 1.867 -0.705 -0.936
H 0.516 -1.778 -1.337
H 0.593 -0.120 -2.029
H -1.351 -0.299 -0.442
H -0.096 -0.679 2.212
H -1.644 0.926 -0.326
H -1.033 2.834 0.288
```

Computed properties:
ΔE to the lowest compared entry with this formula, charge and spin: 249.8 kJ/mol
calculated total energy: -9844.69032 eV
strongest force on any atom: 4.9 eV/A
SMILES: C[C@@H](C=O)C(N)=O
frontier orbital gap: 10.07 eV
HOMO: -9.94 eV

No. 5
The following is a quantum chemistry calculation of one molecule with the formula C4H7NO2, from the Open Molecules 2025 dataset.

The geometry in XYZ format:
```
14
C4H7NO2 (the ωB97M-V functional and the def2-TZVPD basis)
O 2.123 -0.278 0.495
C 0.773 -0.040 0.719
C 0.226 1.216 -0.003
N -0.565 0.668 -1.096
C -1.477 -0.861 0.082
C -0.045 -1.092 -0.026
O 0.462 -1.739 -0.917
H 2.121 -0.821 -0.317
H 0.562 0.008 1.794
H -0.372 1.855 0.657
H 1.074 1.821 -0.369
H -0.907 1.455 -1.670
H -2.115 -1.583 -0.437
H -1.860 -0.609 1.086
```

Computed properties:
ΔE to the lowest compared entry with this formula, charge and spin: 462.2 kJ/mol
calculated total energy: -9842.48896 eV
strongest force on any atom: 1.5 eV/A
frontier orbital gap (alpha / beta): 8.51 / 8.48 eV
HOMO (alpha / beta): -9.48 / -9.42 eV

No. 6
The following is a quantum chemistry calculation of one molecule with the formula C4H7NO2, from the Open Molecules 2025 dataset.

The geometry in XYZ format:
```
14
C4H7NO2 (the ωB97M-V functional and the def2-TZVPD basis)
C -0.514 0.465 0.203
C -0.066 -0.799 -0.319
N 0.806 2.430 0.837
C -1.492 -1.459 -0.953
C 1.013 -1.552 -0.293
O 0.807 1.009 0.872
O -1.473 -2.555 -1.435
H 1.689 2.720 0.420
H 0.813 2.751 1.804
H -2.414 -0.838 -0.977
H -1.246 0.396 1.012
H -0.820 1.166 -0.579
H 1.927 -1.203 0.157
H 0.971 -2.532 -0.749
```

Computed properties:
ΔE to the lowest compared entry with this formula, charge and spin: 445.4 kJ/mol
calculated total energy: -9842.66311 eV
strongest force on any atom: 5.2 eV/A
SMILES: C=C(C=O)CON
frontier orbital gap: 10.06 eV
HOMO: -9.45 eV

No. 7
The following is a quantum chemistry calculation of a 2-piece molecular cluster, C4H7NO2 overall, from the Open Molecules 2025 dataset.

The geometry in XYZ format:
```
14
C4H7NO2 (the ωB97M-V functional and the def2-TZVPD basis)
C -1.882 -0.586 -0.184
C -0.380 -0.345 -0.269
C 0.070 1.084 -0.063
N 1.207 1.302 0.452
C 2.705 -0.304 -0.385
O 3.385 -0.597 0.482
O 0.337 -1.252 0.534
H -2.251 -0.428 0.835
H -2.080 -1.625 -0.464
H -2.440 0.067 -0.864
H -0.048 -0.559 -1.298
H 0.376 -0.882 1.427
H -0.532 1.868 -0.536
H 1.532 2.259 0.331
```

Computed properties:
ΔE to the lowest compared entry with this formula, charge and spin: 198.4 kJ/mol
calculated total energy: -9845.22383 eV
strongest force on any atom: 1.7 eV/A
frontier orbital gap: 10.72 eV
HOMO: -9.87 eV

No. 8
The following is a quantum chemistry calculation of one molecule with the formula C4H7NO2, from the Open Molecules 2025 dataset.

The geometry in XYZ format:
```
14
C4H7NO2 (the ωB97M-V functional and the def2-TZVPD basis)
O -0.812 -0.381 -1.510
C -0.535 -0.861 -0.222
C 0.916 -1.074 0.049
N 1.568 0.213 0.050
C 0.585 1.265 -0.016
C -0.721 0.572 -0.329
O -1.860 1.285 -0.203
H -2.541 0.689 -0.555
H -1.250 -1.541 0.198
H 1.054 -1.513 1.018
H 1.394 -1.721 -0.674
H 2.092 0.238 -0.795
H 0.846 2.018 -0.754
H 0.530 1.758 0.955
```

Computed properties:
ΔE to the lowest compared entry with this formula, charge and spin: 229.1 kJ/mol
calculated total energy: -9844.90504 eV
strongest force on any atom: 1.8 eV/A
SMILES: O[C@@]12CNC[C@@H]1O2
frontier orbital gap: 10.15 eV
HOMO: -9.23 eV

No. 9
The following is a quantum chemistry calculation of one molecule with the formula C4H7NO2, from the Open Molecules 2025 dataset.

The geometry in XYZ format:
```
14
C4H7NO2 (the ωB97M-V functional and the def2-TZVPD basis)
C -1.445 -0.880 0.148
C -0.461 -0.139 -0.757
C -0.027 1.223 -0.199
N 1.052 0.731 0.624
C 1.649 -0.429 0.187
O 2.649 -0.938 0.624
O 0.885 -0.936 -0.783
H -1.051 -0.833 1.175
H -1.472 -1.917 -0.173
H -2.484 -0.516 0.201
H -0.336 -0.293 -1.807
H -0.761 1.768 0.419
H 0.294 1.905 -0.999
H 1.509 1.254 1.339
```

Computed properties:
ΔE to the lowest compared entry with this formula, charge and spin: 97.2 kJ/mol
calculated total energy: -9846.27197 eV
strongest force on any atom: 3.0 eV/A
SMILES: C[C@H]1CNC(=O)O1
frontier orbital gap: 10.65 eV
HOMO: -9.89 eV

No. 10
The following is a quantum chemistry calculation of an isolated ion of composition C4H7NO2 and charge +1, from the Open Molecules 2025 dataset.

The geometry in XYZ format:
```
14
C4H7NO2 (the ωB97M-V functional and the def2-TZVPD basis)
C 0.261 0.144 -2.174
N -0.383 -0.355 -1.032
C -0.089 1.172 0.977
C 0.254 -0.235 0.325
C -0.186 -1.336 1.315
O -0.086 -2.500 0.909
O 1.469 0.391 -2.320
H -0.542 0.232 -2.984
H -1.381 -0.505 -0.987
H -1.057 1.270 1.370
H 0.042 1.996 0.193
H 0.626 1.390 1.795
H 1.356 -0.402 0.239
H -0.283 -1.261 2.374
```

Computed properties:
ΔE to the lowest compared entry with this formula, charge and spin: 131.4 kJ/mol
2S+1: 2
calculated total energy: -9835.54413 eV
strongest force on any atom: 5.6 eV/A
frontier orbital gap (alpha / beta): 10.91 / 5.13 eV
net charge: +1
HOMO (alpha / beta): -15.53 / -14.96 eV
⟨S²⟩: 0.78